[1]
Molecular formula: C42H54N6O3
Method: DFT, ωB97M-V/def2-TZVPD

Geometry (Å):
O 0.4798 -1.1040 1.1876
O -3.9063 0.4318 -2.3284
O -1.6913 -3.7544 -2.3313
N -4.8909 0.1671 2.6246
N 2.8266 -4.4881 -0.2439
N 2.3150 -0.0009 7.0932
N 2.8202 7.1637 -0.2551
N 3.1731 1.6272 -1.9729
N -1.0846 -0.0297 -5.9145
C 0.0911 -0.5465 -6.4124
C -0.2688 -5.3175 -1.1635
C -4.6395 2.6057 2.6345
C 1.5520 -0.2108 0.7765
C -0.5227 0.8440 0.3026
C 0.6722 0.5390 5.3873
C 4.0575 -5.0335 -0.5273
C 3.8897 -3.2105 1.4818
C -0.4537 -3.8586 -1.6016
C 5.2278 -4.6896 0.1311
C 1.3694 -0.1111 8.0553
C 5.1252 -3.7731 1.1741
C -0.2418 -0.4505 -3.6569
C -1.1975 0.0256 -4.5926
C 2.4411 6.6979 2.0142
C 1.9531 0.3030 5.8179
C 0.0529 -0.1689 7.6170
C 1.6313 5.2323 0.3415
C -0.8092 -0.5421 1.0143
C -3.7946 0.0453 3.3430
C 3.0306 3.6592 -3.2628
C 4.0081 2.2415 -1.1286
C 2.1118 6.0689 -0.6068
C 1.1141 -0.9807 -5.5597
C -1.6310 -5.9978 -1.6605
C 2.7900 -3.5968 0.7665
C 2.9426 7.4905 1.0463
C -4.9885 0.2808 -3.2758
C -5.3514 1.4264 2.3969
C -3.3842 2.4150 3.1872
C -5.7845 -0.9158 -2.8632
C 0.8843 1.1727 0.8146
C -0.2876 0.1211 6.3157
C 1.7214 5.5671 1.6989
C 3.8571 4.3050 -2.3504
C -2.5594 -4.7768 -1.9671
C 4.3966 3.6265 -1.2711
C -3.7821 -0.7355 -1.4927
C 0.9443 -0.9871 -4.1687
C -2.9501 1.1525 3.5587
C 2.6554 2.3434 -2.9824
C -4.5990 -1.7196 -2.2542
H 1.8481 2.0065 -3.6158
H 1.8018 -3.2975 1.0831
H -0.0435 -5.4173 -0.1017
H -0.4719 -0.5138 -2.6036
H -0.6734 0.7756 -0.7748
H 0.5545 -5.7957 -1.6943
H -3.2288 -4.9532 -2.8090
H 1.3459 4.9328 2.4882
H 2.3701 -0.1756 1.4960
H -2.7415 -1.0597 -1.5036
H -1.9986 -6.6362 -0.8572
H 1.3119 1.9046 0.1293
H -1.3626 1.4682 0.6076
H 2.6977 7.0666 2.9964
H -3.4385 -0.9616 3.5035
H 3.5268 8.3591 1.3122
H 6.1538 -5.1469 -0.1848
H 2.0527 -1.2097 -6.0425
H -2.1433 0.3736 -4.2042
H -2.0473 0.8922 4.0913
H -4.0065 -2.0824 -3.0941
H 0.3723 0.7635 4.3743
H -4.9840 3.5866 2.3422
H 1.7670 -1.3544 -3.5731
H -1.2388 -0.3076 1.9883
H 4.4083 1.6845 -0.2944
H 0.9455 1.5702 1.8277
H -2.7936 3.2796 3.4518
H 2.5591 4.2404 -4.0414
H -5.5745 1.1936 -3.3834
H 0.4764 -3.6486 -2.1295
H 4.0614 -5.6826 -1.3904
H 3.8946 -2.4399 2.2386
H 4.1427 5.3281 -2.5456
H -1.3342 0.1244 6.0491
H -3.0485 -4.3825 -1.0763
H -6.3300 -1.4077 -3.6685
H 2.7746 0.4024 5.1239
H -4.6125 0.0118 -4.2629
H -6.5515 -0.6241 -2.1457
H -1.4320 -6.5716 -2.5657
H -4.2093 -0.6491 -0.4936
H 1.1812 4.2713 0.1408
H -1.4742 -1.1654 0.4165
H 6.0320 -3.3630 1.5935
H 0.1479 -0.5178 -7.4905
H -0.7298 -0.5001 8.2835
H 2.0486 5.9352 -1.6766
H 1.8916 -0.4753 -0.2249
H 1.6443 -0.2724 9.0872
H -4.9425 -2.5824 -1.6836
H 4.9765 4.2461 -0.6031
H -6.2877 1.5014 1.8638
H -0.6043 -3.2781 -0.6914

Forces on atoms 1 to 2 (eV/Å):
1.02 -0.74 0.20
-0.23 0.73 0.20

As for the SMILES: c1ccncc1.c1ccncc1.c1ccncc1.c1ccncc1.c1ccncc1.c1ccncc1.C1CCOC1.C1CCOC1.C1CCOC1. The multiplicity is 1.

[2]
Molecular formula: C42H54N6O4
Method: DFT, ωB97M-V/def2-TZVPD

Geometry (Å):
O -5.1177 0.9818 -7.4391
O -10.6285 5.3733 -6.2574
O -14.8285 6.6999 -6.9580
O -6.7963 5.7226 -3.5998
N -6.6618 -0.4024 -2.4594
N -10.8508 -0.0642 -4.6528
N -14.9005 2.4321 -3.1653
N -3.6489 6.1965 -5.9413
N -10.2257 1.0036 -11.8296
N -7.2071 4.2258 -9.7332
C -4.7946 4.3187 -11.0999
C -4.6964 5.3980 -6.0762
C -16.7231 2.4314 -1.6223
C -4.9652 3.4302 -10.0559
C -3.3223 3.4831 -6.3111
C -7.0381 0.8410 -2.7651
C -15.7471 1.7902 -2.3775
C -16.8311 3.8055 -1.7188
C -6.2050 3.4380 -9.4001
C -10.5224 1.5401 -9.1260
C -16.1804 4.8649 -7.6343
C -7.0128 5.1077 -10.7093
C -4.5985 4.0229 -6.2524
C -6.1842 1.7748 -3.3256
C -5.4032 -0.7328 -2.7140
C -5.9563 0.1340 -7.2117
C -12.0177 0.3415 -2.6268
C -7.5424 6.5633 -3.1677
C -15.0262 3.7483 -3.2576
C -7.8714 7.8058 -3.9820
C -2.2165 4.3139 -6.2662
C -8.5244 4.3338 -5.9399
C -9.9012 2.4573 -9.9640
C -9.7511 2.1162 -11.2926
C -9.9875 4.5509 -5.6451
C -5.8304 5.1888 -11.4213
C -15.9309 4.4774 -2.5166
C -8.2036 6.4136 -1.8264
C -4.8795 1.3949 -3.6227
C -10.6267 3.6866 -4.5986
C -13.6466 4.6621 -7.0690
C -2.4353 5.6610 -6.0217
C -11.0961 -0.4167 -1.9205
C -10.0130 -0.9441 -2.6080
C -10.8126 0.1355 -11.0144
C -7.2169 0.4942 -6.4663
C -4.4884 0.1077 -3.3070
C -9.9580 -0.7506 -3.9666
C -14.8690 5.5255 -7.2259
C -11.8715 0.4768 -3.9797
C -10.9564 0.3412 -9.6559
C -5.8047 -1.3201 -7.5632
H -13.8232 3.6741 -7.4921
H -15.5928 0.7173 -2.3149
H -11.4980 4.1950 -4.1789
H -15.9881 5.5548 -2.6033
H -4.8336 -1.5827 -7.9692
H -8.0826 5.3925 -1.4616
H -8.0521 5.3106 -6.0297
H -12.8118 5.1592 -7.5542
H -6.2865 2.7483 -8.5623
H -12.7906 0.8752 -2.0865
H -9.1020 -1.1185 -4.5258
H -7.8599 5.7583 -10.8976
H -16.9356 5.0594 -6.8710
H -11.1844 -0.7719 -11.4781
H -11.2077 -0.5136 -0.8486
H -3.4927 -0.2452 -3.5419
H -3.1970 2.4082 -6.3915
H -1.2309 3.8832 -6.3846
H -16.0699 3.7912 -7.7594
H -17.5300 4.3870 -1.1321
H -5.4714 3.4238 -6.4657
H -8.4192 3.8313 -6.9051
H -12.5526 1.0779 -4.5717
H -8.1515 0.2222 -6.9537
H -9.2865 2.8130 -11.9857
H -8.8408 8.2264 -3.7281
H -7.9969 3.7457 -5.1900
H -9.6338 3.4330 -9.5855
H -6.0239 -1.9119 -6.6730
H -3.8404 4.3579 -11.6138
H -4.2641 2.6455 -9.8060
H -11.0537 2.7928 -5.0537
H -9.8957 3.4310 -3.8360
H -14.3062 4.2233 -3.9165
H -5.6526 5.9062 -6.0922
H -16.5560 5.3404 -8.5410
H -9.2769 -1.5255 -2.0701
H -7.6746 7.0436 -1.1040
H -8.0897 1.0664 -2.6101
H -1.5956 6.3397 -5.9071
H -6.5772 -1.5500 -8.3046
H -13.4055 4.5399 -6.0138
H -9.2575 6.6770 -1.8608
H -7.1994 1.5618 -6.2480
H -17.4368 1.8469 -1.0544
H -6.5096 2.7910 -3.5222
H -10.5621 1.7135 -8.0612
H -5.6852 5.9508 -12.1759
H -7.1460 0.0121 -5.4848
H -4.2351 2.1008 -4.1312
H -7.8895 7.5061 -5.0310
H -11.4030 -0.4531 -9.0686
H -7.0779 8.5417 -3.8545
H -5.1272 -1.7521 -2.4602

Forces on atoms 1 to 2 (eV/Å):
0.04 -0.34 -0.13
0.07 0.14 0.01

As for the SMILES: c1ccncc1.c1ccncc1.c1ccncc1.c1ccncc1.c1ccncc1.c1ccncc1.CC(C)=O.CC(C)=O.CC(C)=O.CC(C)=O. The multiplicity is 1.

[3]
Molecular formula: C42H55BCl3F3N5O2S3SeSiV
Method: DFT, ωB97M-V/def2-TZVPD

Geometry (Å):
Se -0.9423 -1.8204 -0.2154
V 0.5874 -0.4034 1.6544
Cl -2.2514 -1.9951 4.0330
Cl 0.9062 -3.2972 4.4077
Cl -0.9854 -4.1515 1.9243
S 3.0079 -2.3136 -3.0815
S 0.5633 0.0001 4.1549
S 2.3870 -2.0391 1.6161
Si -0.5047 -2.4411 2.9789
F 2.9424 0.4976 6.4614
F 1.3332 1.8725 6.3607
F 3.3707 2.6582 6.6100
O 1.0582 0.3345 -0.0237
O -1.1084 0.4145 1.6816
N 3.8649 -4.5103 -1.6967
N 2.0251 1.0827 2.3446
N 4.6645 -2.6842 -0.8668
N 4.6080 -1.4045 3.2072
N 4.9407 -1.0453 1.0967
C -2.6695 3.1947 1.3916
C 2.5548 1.7139 5.9748
C 3.9828 -1.3585 1.9684
C 3.9792 -1.8666 4.4860
C -1.0626 -0.1571 -5.3312
C -3.8694 -1.3354 0.0337
C -6.3586 -0.8579 -0.0390
C -3.4212 0.9573 1.7016
C 0.7053 1.3877 -2.2417
C 1.8835 1.0644 3.6987
C 5.9137 -1.0667 3.0596
C -2.0374 -1.3103 -5.4456
C 2.7363 1.8145 4.4531
C 3.6963 2.6229 3.8891
C 1.5645 3.5879 -3.2500
C 3.1264 2.1676 -1.7994
C 0.4958 0.3918 -1.2784
C 3.8637 2.5731 2.4898
C -1.7326 1.1050 -5.8662
C -0.4807 -0.5603 -1.5669
C -2.3411 0.0675 1.3496
C 5.1549 -3.6984 -0.0543
C -0.9867 -0.6862 -2.8534
C -2.5489 2.0964 3.6964
C 3.9308 -3.1276 -1.8635
C -4.6851 2.8496 2.7747
C 3.0006 1.7845 1.7392
C 1.6392 2.5769 -1.9935
C -7.2920 -1.0331 1.1735
C 0.2836 1.2159 -3.5847
C 4.5612 -4.8501 -0.5200
C -0.5013 0.0737 -3.9180
C -6.5232 -2.0897 -0.8130
C 3.1834 -5.4216 -2.6429
C -4.9281 -0.4950 0.3470
C 0.1160 -0.5314 -6.2503
C 6.1004 -0.7383 1.7655
C -4.6594 0.6512 1.1392
C 1.1985 3.3477 -0.7942
C -2.5866 -1.0265 0.4954
C -3.2824 2.2701 2.4142
C -6.9749 0.2571 -0.9737
B 4.7794 -1.1688 -0.5381
H -4.3987 3.7236 3.4441
H -3.0305 1.3388 4.2769
H 4.2541 -2.9599 4.6357
H 3.2290 -5.0268 -3.6648
H 4.2617 3.3282 4.5301
H -6.5862 0.1789 -1.9505
H 0.5080 3.8974 -3.4619
H -7.0017 -1.9560 1.6614
H -3.9854 -2.2356 -0.5480
H 0.3350 4.0118 -0.8953
H -1.6477 2.9753 1.1394
H -0.2732 -1.0408 -7.0543
H -1.0869 2.0157 -5.6807
H -5.3525 2.2483 3.3791
H -1.8273 0.9840 -6.8991
H -3.2569 3.0999 0.4948
H -2.9842 -1.2716 -4.9707
H 7.0069 -0.4171 1.2486
H 3.7817 2.8193 -1.2475
H -2.7148 1.2927 -5.5167
H -6.0501 -2.9824 -0.2839
H -5.5385 1.2185 1.4960
H -7.5907 -2.3512 -0.9330
H -8.0471 0.1180 -1.0253
H 0.7926 0.2308 -6.5094
H 3.1520 1.5789 0.6455
H 2.9124 -1.7132 4.3549
H 4.6469 3.1243 2.0424
H 2.0946 3.1148 -4.0757
H 4.6072 -5.8897 -0.1442
H -1.4908 -2.1173 -5.1989
H -7.2027 -0.1891 1.8768
H 2.1033 3.9983 -0.5337
H 4.3711 -1.1975 5.2637
H -6.8590 1.2994 -0.6744
H 3.1487 1.1345 -1.3563
H -1.6121 1.6230 3.4663
H -1.5712 -1.5725 -3.0463
H 5.7469 -3.3677 0.8112
H -2.4098 3.0471 4.1916
H 0.9584 2.7706 0.0190
H -5.3299 3.1867 1.9551
H 0.5881 1.9138 -4.3430
H -2.6579 4.2549 1.7445
H 2.1876 4.5066 -2.9389
H 3.6189 2.0629 -2.7990
H -8.3455 -1.0846 0.8629
H 5.8037 -0.5918 -0.9172
H 6.6277 -1.0294 3.8802
H -6.0704 -1.9665 -1.8373
H -2.2082 -1.5185 -6.4947
H 0.8145 -1.2923 -5.8013
H 3.6085 -6.4301 -2.5940
H 3.7931 -0.5776 -0.7874
H 2.2011 -5.4639 -2.3076

Forces on atoms 1 to 2 (eV/Å):
-0.20 -0.04 0.43
-0.22 -0.57 -0.90

Its expectation value of S² is 0.887. The multiplicity is 2. Its net charge is -1.

[4]
Molecular formula: C42H55N5V
Method: DFT, ωB97M-V/def2-TZVPD

Geometry (Å):
V -14.2830 -3.0614 17.2898
N -14.9954 -4.9042 17.9952
N -14.1684 -1.3953 16.0566
N -16.0966 -2.1889 17.5909
N -13.7494 -2.9152 19.2523
N -12.3793 -4.1258 16.8619
C -13.3421 2.7648 14.9895
C -18.0732 -2.0420 18.8278
C -12.6883 -6.4400 16.0511
C -13.2465 -1.7627 19.8288
C -20.5922 0.0702 17.4636
C -12.9727 -2.9399 21.9657
C -14.8692 0.9453 16.0453
C -15.1016 -0.3741 16.3637
C -20.3221 -0.6039 19.8326
C -15.6305 -5.8552 17.3067
C -12.4046 -2.9020 23.3938
C -11.4632 -7.3636 18.4620
C -13.2384 2.9100 13.4423
C -15.8386 -7.3261 19.2431
C -13.6863 1.3136 15.2961
C -17.3655 -0.1530 17.4320
C -17.6058 -8.8949 19.6165
C -14.0449 -4.0002 20.0216
C -16.1212 -7.0175 17.8635
C -19.3073 1.5887 18.9933
C -15.2906 -9.7288 18.9498
C -12.2611 -5.5630 17.0352
C -10.9986 -2.3621 23.3134
C -18.3051 -0.6967 18.3492
C -16.0776 -8.7326 19.7978
C -15.2177 -6.2684 20.0070
C -16.9664 -2.7180 18.4573
C -12.8387 0.2593 14.9591
C -11.6850 -6.0056 18.2042
C -12.0982 3.1259 15.8012
C -16.2546 -0.9123 17.0772
C -19.6105 0.0913 18.6706
C -12.9386 -1.7470 21.1628
C -13.5666 -4.0534 21.3717
C -13.1286 -1.0516 15.2825
C -14.5452 3.6419 15.3655
C -12.3812 -4.3299 24.0019
C -14.7132 -5.1541 19.3475
C -13.1414 -1.8925 24.2765
C -15.6423 -8.7977 21.3064
C -12.4319 -7.8243 16.2792
C -11.8794 -8.3100 17.4740
H -11.8014 -4.3014 24.9142
H -15.6620 1.6446 16.2649
H -21.1687 0.0080 20.1760
H -17.8526 -8.9253 18.5437
H -18.1816 -8.0829 20.0851
H -19.6565 -0.7136 20.6791
H -17.5379 0.7786 16.9766
H -14.1962 -1.9555 24.0119
H -16.5888 -7.7675 17.2581
H -14.8774 -6.4020 21.0272
H -12.7951 -0.8596 24.0944
H -15.5986 -10.7217 19.2933
H -12.5495 -1.8784 14.9288
H -11.2307 2.7330 15.3221
H -11.8874 0.4204 14.5117
H -11.5953 -9.3448 17.5426
H -11.9202 4.2240 15.7596
H -13.0495 -6.0471 15.0850
H -16.3082 -8.2170 21.9558
H -13.3596 -4.7293 24.1987
H -10.5966 -2.3924 24.3391
H -18.6494 1.8110 19.8657
H -12.6997 -0.8466 21.6664
H -10.8971 -7.6694 19.3211
H -12.8121 1.9876 12.9487
H -15.6285 -9.6252 17.9165
H -14.2411 3.0762 13.0528
H -15.7419 -5.7025 16.2436
H -13.0125 -2.1173 25.3392
H -12.3054 2.8459 16.8560
H -12.6914 -8.4885 15.4710
H -11.8658 -3.7114 17.5912
H -21.5751 0.4857 17.7628
H -11.2362 -5.2393 18.8183
H -20.2389 2.1317 19.2610
H -13.2735 -0.9025 19.1391
H -18.7969 -2.4683 19.5072
H -11.9604 -5.0503 23.3332
H -14.3202 4.7376 15.1799
H -15.4300 3.4486 14.7594
H -11.9839 -3.8285 15.9887
H -12.6439 3.7711 13.0961
H -20.7287 -1.5782 19.5210
H -14.6590 -8.3562 21.5233
H -14.8097 3.4682 16.4381
H -18.9531 2.1345 18.1036
H -14.1624 -9.5373 18.9829
H -20.1375 0.5579 16.6211
H -20.7980 -0.9494 17.1162
H -10.8511 -1.3659 22.8397
H -16.8255 -3.7610 18.7462
H -13.6732 -5.0885 21.8432
H -10.4113 -3.0876 22.7321
H -15.7514 -9.8348 21.6773
H -17.8674 -9.9177 19.9186

Forces on atoms 1 to 2 (eV/Å):
0.00 -1.20 -0.83
0.76 -1.07 2.03

Its expectation value of S² is 3.763. The multiplicity is 4. Its net charge is +2.

| no. | DFT total energy (eV) | maximum force (eV/Å) |
| --- | --- | --- |
| 1 | -59508.0425 | 2.7 |
| 2 | -61559.1759 | 1.3 |
| 3 | -233815.4673 | 3.9 |
| 4 | -77574.4066 | 3.2 |